# 1
{
  "formula": "C63H69Ge2N2OS7Sc",
  "method": "the ωB97M-V functional and the def2-TZVPD basis",
  "e_homo_ev": -7.91,
  "relative_energy_kcal_mol": 0.0,
  "orbital_gap_ev": 8.2,
  "fmax_ev_per_a": 0.59,
  "e_tot_ev": -281071.1876,
  "lumo_ev": 0.282,
  "species": ["Sc", "C", "C", "S", "C", "C", "S", "C", "C", "S", "H", "H", "H", "H", "H", "H", "H", "H", "H", "H", "H", "H", "O", "C", "C", "C", "C", "C", "C", "C", "N", "C", "C", "N", "H", "H", "H", "H", "H", "H", "H", "C", "C", "C", "C", "C", "C", "C", "C", "C", "C", "C", "C", "C", "C", "C", "Ge", "S", "S", "Ge", "S", "S", "C", "C", "C", "C", "C", "C", "C", "C", "C", "C", "C", "C", "C", "C", "C", "C", "C", "C", "C", "C", "C", "C", "C", "C", "C", "C", "C", "C", "C", "C", "C", "C", "C", "H", "H", "H", "H", "H", "H", "H", "H", "H", "H", "H", "H", "H", "H", "H", "H", "H", "H", "H", "H", "H", "H", "H", "H", "H", "H", "H", "H", "H", "H", "H", "H", "H", "H", "H", "H", "H", "H", "H", "H", "H", "H", "H", "H", "H", "H", "H", "H", "H", "H"],
  "xyz": [[-1.740796, -0.362610, 0.539707], [-3.382998, 5.471431, 3.541722], [-1.944543, 5.735514, 3.073292], [-1.095165, 4.346836, 2.276837], [-1.222626, 4.732388, 0.520246], [-2.617905, 4.904703, -0.068173], [-3.704762, 3.483118, 0.239307], [-5.306194, 4.284657, 0.469127], [-5.619234, 4.721382, 1.893640], [-4.704747, 6.166610, 2.501929], [-3.519310, 5.922519, 4.525387], [-3.558765, 4.400588, 3.642898], [-1.335519, 5.969762, 3.947907], [-1.898378, 6.609448, 2.420801], [-0.699953, 3.904471, 0.037110], [-0.646786, 5.638768, 0.319402], [-2.514208, 5.046774, -1.146703], [-3.097338, 5.788279, 0.349887], [-6.041366, 3.534831, 0.165613], [-5.405891, 5.119739, -0.226488], [-5.453784, 3.894701, 2.586191], [-6.674365, 4.997167, 1.959759], [-3.027659, -1.737874, 0.168424], [-4.278567, -2.090237, 0.382184], [-4.826531, -3.171127, -0.321770], [-6.135662, -3.555238, -0.121641], [-6.945499, -2.864151, 0.778688], [-6.416281, -1.797569, 1.475212], [-5.085766, -1.402828, 1.305997], [-4.529971, -0.306663, 2.095309], [-3.395115, 0.355963, 1.892592], [-3.296091, 1.305251, 2.890907], [-4.372456, 1.213924, 3.705184], [-5.146522, 0.194105, 3.188581], [-4.184408, -3.687418, -1.024263], [-6.538104, -4.393706, -0.676096], [-7.977814, -3.151083, 0.923650], [-7.062367, -1.249963, 2.152220], [-2.467095, 1.991591, 2.930761], [-4.655191, 1.760222, 4.587281], [-5.993339, -0.167286, 3.587932], [-3.991102, -3.576968, 3.716144], [-2.517023, -3.371323, 3.490371], [-1.733904, -2.729521, 4.449031], [-0.366606, -2.585560, 4.294043], [0.440855, -1.881724, 5.349610], [0.247010, -3.087444, 3.134069], [-0.509756, -3.760321, 2.176994], [0.101270, -4.432256, 0.972232], [-1.890124, -3.871955, 2.363448], [1.731950, -2.981726, 2.986987], [2.484342, -3.896547, 3.718033], [3.864875, -3.923973, 3.627536], [4.501069, -3.064647, 2.752173], [3.773160, -2.158440, 1.983181], [2.381980, -2.073561, 2.129239], [1.330204, -0.703223, 1.189343], [-0.211404, 0.196594, 2.427904], [0.297747, -1.608980, -0.634378], [0.629814, 0.488392, -1.506033], [-1.317835, 1.426890, -1.186712], [2.300283, 0.898623, -0.055327], [1.125820, 0.605094, -3.403512], [1.648211, 1.816742, -3.873264], [1.926125, 1.971797, -5.227955], [1.660768, 0.952374, -6.125769], [1.114693, -0.235293, -5.668553], [0.844474, -0.424144, -4.316116], [0.275995, -1.738354, -3.890681], [1.143267, -2.794656, -3.604400], [2.632144, -2.607426, -3.704462], [0.613565, -4.005476, -3.171104], [-0.753140, -4.180078, -3.003912], [-1.316447, -5.477927, -2.490174], [-1.598499, -3.123239, -3.321352], [-1.109374, -1.906445, -3.780169], [-2.056444, -0.800107, -4.160409], [1.896708, 2.971395, -2.957578], [0.930901, 3.970047, -2.799193], [-0.364441, 3.964581, -3.567981], [1.192832, 5.017858, -1.919972], [2.377522, 5.099617, -1.205827], [2.605162, 6.198940, -0.205066], [3.350643, 4.132841, -1.434390], [3.135883, 3.080197, -2.311303], [4.233457, 2.089342, -2.582845], [4.548690, -1.417247, 0.943357], [5.169944, -0.200722, 1.206661], [4.947282, 0.546838, 2.495101], [5.994875, 0.358537, 0.230482], [6.208365, -0.261996, -0.987764], [7.138666, 0.320469, -2.016722], [5.546335, -1.461148, -1.243396], [4.725169, -2.051194, -0.297129], [4.048570, -3.364897, -0.593111], [-4.443137, -2.698924, 4.181849], [-4.163236, -4.422900, 4.386255], [-4.514040, -3.779337, 2.781187], [-2.206468, -2.330227, 5.341229], [-0.203871, -1.537095, 6.157724], [0.950394, -1.014091, 4.927898], [1.204768, -2.535109, 5.775701], [1.172779, -4.254344, 0.892094], [-0.369110, -4.082533, 0.050485], [-0.056825, -5.511874, 1.029241], [-2.479519, -4.383968, 1.608190], [1.963000, -4.592728, 4.364646], [4.437571, -4.631697, 4.213632], [5.576813, -3.102519, 2.626266], [2.337255, 2.914283, -5.571153], [1.871068, 1.085920, -7.179587], [0.893962, -1.040222, -6.360318], [2.919436, -2.171909, -4.662811], [3.148713, -3.558926, -3.587309], [2.993076, -1.927334, -2.925091], [1.289247, -4.821363, -2.933624], [-0.522876, -6.158021, -2.180787], [-1.912617, -5.980815, -3.254356], [-1.965348, -5.305585, -1.628504], [-2.671399, -3.245270, -3.208328], [-3.089213, -1.109403, -4.001616], [-1.936169, -0.532630, -5.212599], [-1.880761, 0.101769, -3.571670], [-0.255907, 3.498409, -4.546745], [-0.719387, 4.985822, -3.712456], [-1.136106, 3.409011, -3.031192], [0.446706, 5.797029, -1.800509], [1.923481, 7.033095, -0.372454], [3.627186, 6.576360, -0.255224], [2.437555, 5.831576, 0.810184], [4.301663, 4.199837, -0.915626], [5.094692, 2.298053, -1.949941], [4.551416, 2.139125, -3.627614], [3.915975, 1.063532, -2.384035], [4.432700, -0.059088, 3.239377], [4.340972, 1.438198, 2.312038], [5.895023, 0.877649, 2.923299], [6.489068, 1.302288, 0.441602], [7.582373, 1.252946, -1.667871], [6.613730, 0.525047, -2.951768], [7.949811, -0.374092, -2.243190], [5.692914, -1.957185, -2.198235], [4.397068, -3.768933, -1.542431], [2.961923, -3.245888, -0.652692], [4.248198, -4.101577, 0.186910]],
  "atomic_forces_ev_per_a": [[0.2, 0.6, 0.0], [0.0, 0.0, 0.0], [0.0, 0.0, 0.0], [0.0, 0.0, 0.0], [0.0, 0.0, 0.0], [0.1, 0.0, 0.0], [0.0, 0.0, 0.0], [0.0, 0.0, 0.0], [0.0, 0.0, 0.0], [0.0, 0.0, 0.0], [0.0, 0.0, 0.0], [0.0, 0.0, 0.0], [0.0, 0.0, 0.0], [0.0, 0.0, 0.0], [0.0, 0.0, 0.0], [0.0, 0.0, 0.0], [0.0, 0.0, 0.0], [0.0, 0.0, 0.0], [0.0, 0.0, 0.0], [0.0, 0.0, 0.0], [0.0, 0.0, 0.0], [0.0, 0.0, 0.0], [-0.3, -0.3, -0.1], [0.1, 0.0, -0.1], [0.0, 0.0, 0.0], [0.0, 0.0, 0.0], [0.0, 0.0, 0.0], [0.0, 0.0, 0.0], [0.0, 0.0, 0.0], [0.0, 0.0, 0.0], [0.0, -0.1, 0.0], [0.0, 0.0, 0.0], [0.0, 0.0, 0.0], [0.0, 0.0, 0.0], [0.0, 0.0, 0.0], [0.0, 0.0, 0.0], [0.0, 0.0, 0.0], [0.0, 0.0, 0.0], [0.0, 0.0, 0.0], [0.0, 0.0, 0.0], [0.0, 0.0, 0.0], [0.0, 0.0, 0.0], [0.0, 0.0, 0.0], [0.0, 0.0, 0.0], [0.0, 0.0, 0.0], [0.0, 0.0, 0.0], [0.0, 0.0, 0.1], [-0.1, 0.0, -0.1], [0.0, 0.0, 0.0], [0.0, 0.0, 0.0], [0.0, 0.0, 0.0], [0.0, 0.0, 0.0], [0.0, 0.0, 0.0], [0.0, 0.0, 0.0], [0.0, 0.0, 0.0], [0.1, 0.0, 0.0], [0.1, 0.0, 0.1], [0.0, -0.1, -0.1], [-0.1, 0.0, -0.1], [0.0, 0.0, 0.0], [0.0, -0.1, 0.3], [0.0, 0.0, 0.0], [-0.1, -0.1, -0.1], [0.0, 0.1, 0.0], [0.0, 0.0, 0.0], [0.0, 0.0, 0.0], [0.0, 0.0, 0.0], [0.0, 0.0, 0.0], [0.0, 0.0, 0.1], [0.0, 0.0, 0.0], [0.0, 0.0, 0.0], [0.0, 0.0, 0.0], [0.0, 0.0, 0.0], [0.0, 0.0, 0.0], [0.0, 0.0, 0.0], [0.0, 0.0, 0.0], [0.0, 0.0, 0.0], [0.0, 0.0, 0.0], [0.0, 0.0, 0.0], [0.0, 0.0, 0.0], [0.0, 0.0, -0.1], [0.0, 0.0, 0.0], [0.0, 0.0, 0.0], [0.0, 0.0, 0.0], [0.0, 0.0, 0.0], [0.0, 0.0, 0.0], [0.0, 0.0, 0.0], [0.0, 0.0, 0.0], [0.0, 0.0, 0.0], [0.0, 0.0, 0.0], [0.0, 0.0, 0.0], [0.0, 0.0, 0.0], [0.0, 0.0, 0.0], [0.0, 0.0, 0.0], [0.0, 0.0, 0.0], [0.0, 0.0, 0.0], [0.0, 0.0, 0.0], [0.0, 0.0, 0.0], [0.0, 0.0, 0.0], [0.0, 0.0, 0.0], [0.0, 0.0, 0.0], [0.0, 0.0, 0.0], [0.0, 0.0, 0.0], [0.0, -0.1, 0.1], [0.0, 0.0, 0.0], [0.0, 0.0, 0.0], [0.0, 0.0, 0.0], [0.0, 0.0, 0.0], [0.0, 0.0, 0.0], [0.0, 0.0, 0.0], [0.0, 0.0, 0.0], [0.0, 0.0, 0.0], [0.0, 0.0, 0.0], [0.0, 0.0, 0.0], [0.0, 0.0, 0.0], [0.0, 0.0, 0.0], [0.0, 0.0, 0.0], [0.0, 0.0, 0.0], [0.0, 0.0, 0.0], [0.0, 0.0, 0.0], [0.0, 0.0, 0.0], [0.0, 0.0, 0.0], [0.0, 0.0, 0.0], [0.0, 0.0, 0.0], [0.0, 0.0, 0.0], [0.0, 0.0, 0.0], [0.0, 0.0, 0.0], [0.0, 0.0, 0.0], [0.0, 0.0, 0.0], [0.0, 0.0, 0.0], [0.0, 0.0, 0.0], [0.0, 0.0, 0.0], [0.0, 0.0, 0.0], [0.0, 0.0, 0.0], [0.0, 0.0, 0.0], [0.0, 0.0, 0.0], [0.0, 0.0, 0.0], [0.0, 0.0, 0.0], [0.0, 0.0, 0.0], [0.0, 0.0, 0.0], [0.0, 0.0, 0.0], [0.0, 0.0, 0.0], [0.0, 0.0, 0.0], [0.0, 0.0, 0.0], [0.0, 0.0, 0.0]],
  "lowdin_charge": [0.34, -0.53, -0.53, 0.86, -0.57, -0.52, 0.84, -0.55, -0.54, 0.86, 0.06, 0.05, 0.06, 0.07, 0.02, 0.06, 0.07, 0.04, 0.07, 0.08, 0.06, 0.07, -0.20, -0.33, -0.01, -0.08, -0.09, -0.04, -0.10, -0.25, 0.02, -0.18, -0.07, 0.12, 0.11, 0.11, 0.10, 0.10, 0.04, 0.12, 0.15, -0.04, -0.25, -0.01, -0.25, -0.04, -0.17, -0.21, -0.05, -0.01, -0.21, -0.03, -0.05, -0.03, -0.22, -0.20, 0.09, 0.27, 0.38, 0.13, 0.23, 0.37, -0.19, -0.22, -0.03, -0.05, -0.03, -0.21, -0.18, -0.24, -0.02, -0.02, -0.28, -0.05, -0.01, -0.22, -0.03, -0.16, -0.21, -0.03, -0.02, -0.26, -0.05, -0.01, -0.25, -0.05, -0.18, -0.25, -0.03, -0.02, -0.28, -0.06, -0.01, -0.20, -0.03, 0.07, 0.09, 0.07, 0.12, 0.08, 0.06, 0.08, 0.07, 0.03, 0.09, 0.12, 0.13, 0.11, 0.13, 0.13, 0.11, 0.13, 0.08, 0.07, 0.08, 0.12, 0.08, 0.08, 0.07, 0.12, 0.08, 0.09, 0.03, 0.08, 0.08, 0.03, 0.11, 0.07, 0.08, 0.08, 0.12, 0.07, 0.09, 0.05, 0.08, 0.08, 0.08, 0.12, 0.08, 0.07, 0.08, 0.12, 0.07, 0.06, 0.09]
}

# 2
{
  "formula": "C36H30FeN6O5S",
  "method": "the ωB97M-V functional and the def2-TZVPD basis",
  "e_homo_ev": -6.05,
  "orbital_gap_ev": 5.4,
  "fmax_ev_per_a": 1.42,
  "e_tot_ev": -102219.0684,
  "lumo_ev": -0.653,
  "species": ["Fe", "C", "C", "N", "C", "C", "C", "C", "C", "C", "C", "N", "C", "C", "C", "C", "C", "C", "C", "C", "N", "C", "H", "H", "H", "H", "H", "H", "H", "H", "H", "H", "H", "H", "O", "C", "C", "O", "O", "C", "C", "C", "C", "C", "C", "C", "C", "C", "C", "C", "C", "H", "H", "H", "H", "H", "H", "H", "H", "H", "H", "H", "O", "O", "C", "C", "C", "N", "N", "C", "N", "S", "H", "H", "H", "H", "H", "H", "H"],
  "xyz": [[0.041908, -0.050268, -0.142241], [2.517345, -3.102088, 1.875061], [1.505276, -2.544822, 1.074421], [1.594066, -1.358924, 0.524591], [2.703734, -0.602027, 0.774512], [3.778657, -1.083154, 1.545350], [3.648162, -2.373479, 2.105315], [4.934056, -0.280697, 1.707874], [4.980853, 0.939960, 1.092484], [3.909635, 1.445927, 0.335321], [2.738175, 0.714729, 0.184402], [1.607063, 1.004717, -0.491322], [1.387858, 1.903175, -1.489013], [1.982577, 3.128587, -1.721036], [1.633846, 3.894270, -2.852212], [0.699015, 3.470219, -3.751754], [0.053391, 2.225454, -3.544534], [-0.939130, 1.713873, -4.407785], [-1.480490, 0.484108, -4.160644], [-1.036980, -0.241819, -3.042761], [-0.137487, 0.202314, -2.198387], [0.398546, 1.438740, -2.433407], [2.386437, -4.094239, 2.285374], [0.589662, -3.094941, 0.898925], [4.453498, -2.768652, 2.713859], [5.759955, -0.646654, 2.303950], [5.870446, 1.550781, 1.190910], [4.014541, 2.416663, -0.120414], [2.678778, 3.539152, -1.007243], [2.119544, 4.851558, -2.997913], [0.437864, 4.064413, -4.617983], [-1.258798, 2.304000, -5.258766], [-2.244115, 0.058470, -4.797351], [-1.459053, -1.217683, -2.839457], [-1.858564, -1.045027, 0.260461], [-2.714497, -1.912757, 0.147671], [-0.639676, -3.682009, -1.886834], [-1.299684, -4.553572, -2.279014], [0.000698, -2.805026, -1.485405], [-2.867384, -2.923696, 1.234370], [-2.993618, -2.422065, 2.528290], [-3.272928, -3.282096, 3.577930], [-3.390707, -4.645810, 3.349560], [-3.206084, -5.154246, 2.071931], [-2.951600, -4.296154, 1.012735], [-3.706561, -1.800015, -0.957620], [-3.812773, -0.549880, -1.578728], [-4.765757, -0.345396, -2.561386], [-5.593783, -1.387753, -2.956047], [-5.484987, -2.632880, -2.353014], [-4.557196, -2.836086, -1.344328], [-2.490303, 0.773444, 0.711973], [-2.895495, -1.357361, 2.694754], [-3.398719, -2.885962, 4.577459], [-3.625497, -5.313616, 4.168196], [-3.264340, -6.220417, 1.896843], [-2.780357, -4.704220, 0.024374], [-3.150925, 0.257718, -1.287764], [-4.858235, 0.631114, -3.018216], [-6.331052, -1.228406, -3.732605], [-6.127028, -3.446245, -2.663796], [-4.503653, -3.802556, -0.867056], [-1.081965, 1.628352, -0.242866], [-2.207217, 1.693852, 0.672537], [0.104628, -2.695350, 4.866431], [-0.306728, -1.268059, 5.207966], [-0.156731, -0.342545, 4.038871], [-0.085952, -0.732330, 2.819891], [0.062275, 0.287950, 1.922011], [0.078075, 1.474560, 2.481667], [0.253433, 2.617847, 1.797962], [-0.071652, 1.389796, 4.209365], [-0.087372, -3.356919, 5.711753], [1.165572, -2.738919, 4.619675], [-0.448668, -3.062105, 4.003785], [0.294987, -0.888352, 6.036743], [-1.348099, -1.240564, 5.545394], [-0.112643, 2.496984, 0.823662], [-0.020997, 3.462029, 2.271730]],
  "atomic_forces_ev_per_a": [[-0.2, 0.8, 1.2], [0.0, 0.0, 0.0], [0.0, 0.0, -0.1], [-0.2, 0.1, -0.2], [0.1, -0.1, 0.0], [0.0, 0.0, 0.0], [0.0, 0.0, 0.0], [0.0, 0.1, 0.0], [0.1, -0.1, 0.0], [-0.1, 0.0, 0.0], [0.1, -0.1, -0.1], [-0.2, 0.1, 0.1], [0.3, -0.1, -0.2], [-0.1, 0.0, 0.0], [0.0, 0.0, 0.0], [0.0, 0.0, 0.0], [-0.1, -0.1, -0.1], [0.0, 0.0, 0.0], [0.1, 0.0, 0.0], [0.1, -0.1, 0.0], [-0.2, 0.3, 0.1], [0.3, 0.1, 0.0], [0.0, 0.0, 0.0], [0.0, 0.0, 0.0], [0.0, 0.0, 0.0], [0.0, 0.0, 0.0], [0.0, 0.0, 0.0], [0.0, 0.0, 0.0], [0.0, 0.0, 0.0], [0.0, 0.0, 0.0], [0.0, 0.0, 0.0], [0.0, 0.0, 0.0], [0.0, 0.0, 0.0], [0.0, 0.0, 0.0], [0.3, -0.6, -0.2], [0.0, 0.4, 0.1], [0.0, 0.0, 0.0], [0.0, 0.0, 0.0], [-0.1, -0.3, -0.2], [-0.1, -0.1, -0.1], [-0.1, 0.0, 0.0], [0.0, 0.0, 0.0], [0.0, 0.0, 0.0], [0.1, 0.0, 0.0], [0.1, 0.0, 0.0], [0.0, 0.0, 0.0], [0.0, 0.0, 0.0], [0.0, 0.0, 0.0], [0.0, 0.0, 0.0], [0.0, 0.0, 0.0], [0.0, 0.0, 0.0], [0.0, 0.0, 0.0], [0.0, 0.0, 0.0], [0.0, 0.0, 0.0], [0.0, 0.0, 0.0], [0.0, 0.0, 0.0], [-0.1, 0.0, 0.0], [0.0, 0.0, 0.0], [0.0, 0.0, 0.0], [0.0, 0.0, 0.0], [0.0, 0.0, 0.0], [0.0, 0.0, 0.0], [-0.1, -0.3, -0.3], [0.0, 0.1, 0.0], [0.0, 0.0, 0.0], [0.0, 0.0, 0.0], [0.0, 0.0, 0.0], [0.1, 0.0, 0.0], [-0.2, 0.0, -0.2], [0.2, 0.0, 0.0], [0.0, 0.0, 0.0], [0.0, 0.0, 0.0], [0.0, 0.0, 0.0], [0.0, 0.0, 0.0], [0.0, 0.0, 0.0], [0.0, 0.0, 0.0], [0.0, 0.0, 0.0], [0.0, 0.0, 0.0], [0.0, 0.0, 0.0]],
  "lowdin_charge": [0.53, -0.06, -0.14, 0.06, -0.13, -0.16, -0.01, -0.07, -0.09, -0.01, -0.20, 0.00, -0.21, -0.01, -0.08, -0.06, -0.15, 0.00, -0.05, -0.12, 0.08, -0.14, 0.10, 0.10, 0.11, 0.10, 0.10, 0.08, 0.09, 0.10, 0.10, 0.12, 0.10, 0.10, 0.01, -0.25, -0.40, 0.20, 0.19, -0.13, -0.01, -0.07, -0.07, -0.07, -0.04, -0.12, -0.01, -0.06, -0.07, -0.07, -0.01, 0.02, 0.12, 0.11, 0.11, 0.11, 0.10, 0.11, 0.11, 0.11, 0.11, 0.10, -0.35, -0.14, -0.10, -0.24, -0.60, 0.05, -0.04, -0.66, 0.12, 1.11, 0.07, 0.07, 0.05, 0.10, 0.10, 0.06, 0.10]
}